1.
A molecular structure, C3H2CuFLiO3 in a non-equilibrium geometry. Source: the Open Molecules 2025 dataset; level of theory: ωB97M-V with the def2-TZVPD basis set.

Cartesian coordinates (Å):
O  1.22  -0.13  -1.62
C  0.04  -0.02  -1.80
C  -0.38  -0.16  0.86
O  -0.86  0.31  -0.26
O  -0.88  -0.33  -2.52
C  0.49  0.43  1.71
Li  2.40  0.19  -0.16
F  -0.65  -1.47  1.01
H  0.86  -0.13  2.57
H  0.67  1.50  1.61
Cu  -2.90  -0.19  -1.41

Results
- LUMO (alpha / beta): -4.141 / -8.068 eV
- Energy relative to the best compared isomer or geometry (same formula, charge and spin): 22.41 kJ/mol
- 2S+1: 3
- Charge: +1
- Frontier orbital gap (alpha / beta): 8.35 / 5.62 eV

2.
A molecular structure, C22H28N6O6 in a non-equilibrium geometry. Source: the Open Molecules 2025 dataset; level of theory: ωB97M-V with the def2-TZVPD basis set.

Cartesian coordinates (Å):
O  -2.38  5.16  -0.90
O  3.48  -2.92  3.00
O  -3.33  -1.73  0.15
O  -4.38  0.82  -1.92
N  5.45  -6.80  3.99
N  4.75  -5.72  5.98
O  0.44  -0.22  0.32
O  -5.42  4.07  -3.80
C  -2.04  3.99  -0.91
C  4.62  -2.58  2.68
C  -2.25  -1.51  -0.36
C  -4.96  1.89  -1.78
C  4.96  -6.81  5.24
C  5.73  -5.61  3.45
C  5.02  -4.54  5.44
C  3.71  0.15  -1.33
C  2.34  0.26  -1.09
C  4.52  -0.54  -0.42
C  2.60  -0.98  0.97
C  1.78  -0.31  0.06
C  3.98  -1.11  0.74
C  5.54  -4.43  4.16
N  4.88  -1.76  1.60
N  -6.26  1.90  -1.48
N  -1.05  -2.06  -0.04
N  -2.80  3.02  -1.40
C  -0.71  3.57  -0.33
C  5.81  -3.08  3.51
C  -7.12  3.05  -1.21
C  -1.70  -0.24  -0.94
C  -0.36  -0.92  -0.63
C  -3.60  2.70  -4.39
C  -4.17  3.20  -1.92
C  -4.13  3.71  -3.37
H  -5.33  4.52  -4.64
H  4.72  -7.78  5.68
H  6.11  -5.58  2.44
H  4.83  -3.64  6.02
H  4.15  0.59  -2.22
H  1.71  0.80  -1.79
H  5.59  -0.62  -0.62
H  2.13  -1.37  1.85
H  5.86  -1.61  1.40
H  -6.68  0.98  -1.42
H  -0.93  -2.21  0.96
H  -2.46  2.07  -1.37
H  -0.86  2.84  0.46
H  -0.09  3.14  -1.11
H  -0.21  4.45  0.08
H  6.68  -3.15  2.86
H  6.03  -2.34  4.28
H  -6.71  3.64  -0.38
H  -8.12  2.71  -0.93
H  -7.20  3.68  -2.09
H  -1.93  0.64  -0.35
H  -1.92  -0.09  -2.00
H  0.20  -1.20  -1.53
H  -4.27  1.84  -4.45
H  -3.53  3.16  -5.37
H  -2.61  2.36  -4.09
H  -4.65  3.97  -1.32
H  -3.50  4.60  -3.41

Results
- LUMO: 0.321 eV
- Frontier orbital gap: 9.32 eV

3.
3 unconnected molecules or ions with the total composition C14H16FIOSi in a non-equilibrium geometry. Source: the Open Molecules 2025 dataset; level of theory: ωB97M-V with the def2-TZVPD basis set.

Cartesian coordinates (Å):
O  1.41  3.74  4.50
C  0.57  4.53  4.06
F  0.45  5.90  4.41
C  -0.55  3.96  3.05
Si  -2.14  3.70  4.15
I  -3.87  5.42  3.69
H  -0.75  4.71  2.19
H  -0.22  2.99  2.54
H  -1.74  3.79  5.58
H  -2.64  2.33  3.98
C  1.40  0.36  0.22
C  1.21  -0.05  -1.10
C  1.41  0.85  -2.14
C  1.80  2.15  -1.87
C  1.99  2.57  -0.56
C  1.78  1.67  0.49
H  1.24  -0.34  1.03
H  0.91  -1.07  -1.31
H  1.26  0.53  -3.17
H  1.96  2.85  -2.69
H  2.29  3.59  -0.34
H  1.92  1.99  1.52
C  -1.80  -5.35  -3.06
C  -1.45  -5.77  -1.77
C  -0.45  -5.10  -1.07
C  0.19  -4.01  -1.65
C  -0.16  -3.59  -2.93
C  -1.15  -4.27  -3.64
H  -2.58  -5.88  -3.60
H  -1.96  -6.61  -1.32
H  -0.18  -5.42  -0.08
H  0.97  -3.48  -1.10
H  0.34  -2.74  -3.38
H  -1.42  -3.94  -4.64

Results
- LUMO: 0.209 eV
- Structure (SMILES): O=C(F)C[SiH2]I.c1ccccc1.c1ccccc1
- Frontier orbital gap: 9.73 eV

4.
40 unconnected molecules or ions with the total composition H80O40 in a non-equilibrium geometry. Source: the Open Molecules 2025 dataset; level of theory: ωB97M-V with the def2-TZVPD basis set.

Cartesian coordinates (Å):
H  -5.99  -1.49  -1.46
H  -6.23  0.04  -1.94
O  -5.88  -0.82  -2.11
H  4.51  -2.98  -2.70
H  4.96  -1.79  -3.74
O  4.49  -2.60  -3.55
H  -1.25  4.98  2.18
H  -1.61  3.75  3.13
O  -1.87  4.22  2.26
H  0.14  -3.14  -5.18
H  -0.35  -3.63  -3.90
O  -0.60  -3.63  -4.83
H  -3.78  -4.49  1.87
H  -3.18  -4.24  3.37
O  -3.89  -4.15  2.74
H  1.02  -1.47  5.97
O  1.32  -0.63  5.67
H  0.50  -0.79  -0.12
O  0.90  -0.81  -1.09
H  0.18  3.22  4.06
H  -0.11  3.68  5.51
O  -0.11  3.98  4.57
H  3.61  1.23  2.74
H  3.97  -0.21  3.64
O  3.28  0.48  3.35
H  -2.08  -1.41  -1.65
H  -0.70  -2.12  -2.10
O  -1.30  -1.34  -2.19
H  -3.31  1.28  -0.39
H  -2.79  2.20  0.78
O  -3.63  1.80  0.42
H  2.07  1.38  4.05
O  1.07  1.65  4.02
H  4.56  3.66  2.46
H  3.19  4.01  2.12
O  3.89  3.36  1.87
H  1.87  -0.77  2.98
H  2.19  -2.11  2.30
O  1.65  -1.71  3.01
H  -0.17  -3.34  5.12
H  -0.26  -2.13  4.16
O  -0.75  -2.89  4.50
H  -0.90  1.72  -1.08
H  -1.11  0.14  -0.86
O  -1.56  1.00  -1.15
H  5.82  0.03  -0.64
H  5.11  -0.80  0.48
O  5.64  -0.83  -0.28
H  -4.01  -0.89  0.61
H  -4.07  -2.51  0.90
O  -4.04  -1.79  0.28
H  0.23  -3.10  2.59
O  0.37  -3.75  1.94
H  -3.33  0.98  -2.85
H  -4.31  0.06  -3.52
O  -3.87  0.89  -3.65
H  0.61  1.37  1.86
O  1.14  0.88  1.26
H  -0.34  -4.02  -1.34
H  -0.82  -2.77  -0.46
O  -1.19  -3.54  -1.00
H  5.44  -2.45  -0.90
H  5.18  -3.74  0.15
O  5.07  -3.32  -0.66
H  -1.80  -0.53  1.20
H  -0.49  -0.51  1.93
O  -0.85  -0.41  1.05
H  1.80  0.19  -5.18
H  2.56  -0.19  -6.36
O  2.73  0.25  -5.51
H  -5.82  -0.16  0.43
H  -5.32  0.97  1.37
O  -6.11  0.65  0.85
H  1.12  2.87  -5.10
H  2.49  2.42  -5.74
O  1.69  2.91  -5.88
H  -1.30  -0.96  -4.39
H  -0.57  0.42  -4.32
O  -0.59  -0.43  -4.79
H  2.95  -3.89  -0.84
H  2.39  -3.02  0.20
O  2.24  -3.93  -0.18
H  3.58  -3.38  3.04
H  4.17  -3.42  1.50
O  4.04  -2.97  2.33
H  -2.77  2.96  4.26
H  -1.54  2.57  4.95
O  -2.03  2.29  4.19
H  -3.14  2.34  -4.16
O  -2.45  3.08  -4.35
H  -0.47  4.26  -3.38
H  -0.07  3.08  -2.79
O  0.20  4.04  -2.72
H  1.30  -3.80  1.59
H  2.24  -0.47  5.81
H  1.20  1.48  0.54
H  1.75  -0.44  -0.89
H  0.70  0.95  4.53
H  -2.15  2.82  -5.22
O  0.89  5.62  -0.71
H  0.43  5.43  0.10
H  0.31  5.06  -1.26
O  1.83  -3.19  -2.77
H  2.24  -3.37  -3.68
H  1.85  -2.23  -2.83
O  -1.11  -6.30  2.25
H  -0.91  -6.09  1.35
H  -1.36  -5.50  2.73
O  -2.48  3.73  -1.34
H  -2.77  2.92  -1.87
H  -3.09  4.37  -1.69
O  2.97  3.99  -3.07
H  2.87  4.54  -3.90
H  2.39  4.58  -2.50
O  -3.12  -0.10  2.24
H  -3.29  0.36  3.13
H  -3.15  0.69  1.63
O  0.04  3.22  0.27
H  -0.23  3.44  -0.63
H  -0.58  3.06  0.95

Results
- LUMO (alpha / beta): -3.009 / -9.993 eV
- Energy relative to the best compared isomer or geometry (same formula, charge and spin): 700.41 kJ/mol
- 2S+1: 2
- Charge: +1
- Frontier orbital gap (alpha / beta): 9.57 / 2.59 eV

5.
A molecular structure, C15H39CrN4O9S3 in a non-equilibrium geometry. Source: the Open Molecules 2025 dataset; level of theory: ωB97M-V with the def2-TZVPD basis set.

Cartesian coordinates (Å):
Cr  -22.73  -10.83  11.27
N  -22.27  -13.63  12.53
O  -21.08  -13.09  12.69
O  -22.59  -14.63  13.37
O  -23.21  -12.80  12.09
C  -21.86  -6.71  10.14
C  -22.26  -8.04  9.57
O  -22.62  -8.93  10.31
N  -22.35  -8.12  8.23
C  -22.83  -9.30  7.54
H  -22.55  -5.91  9.87
H  -20.82  -6.45  9.95
H  -21.91  -6.82  11.22
H  -22.07  -7.33  7.68
H  -21.98  -9.84  7.12
H  -23.48  -9.02  6.71
H  -23.44  -9.87  8.23
C  -26.01  -10.20  14.30
C  -24.74  -9.48  13.90
O  -23.93  -9.99  13.14
N  -24.55  -8.25  14.44
C  -23.41  -7.41  14.17
H  -25.87  -11.27  14.24
H  -26.82  -10.01  13.60
H  -26.30  -9.88  15.30
H  -25.31  -7.86  14.97
H  -22.47  -7.88  14.45
H  -23.55  -6.46  14.69
H  -23.36  -7.11  13.12
C  -19.54  -8.22  13.02
C  -20.37  -9.40  13.44
O  -21.17  -9.94  12.68
N  -20.24  -9.81  14.72
C  -21.04  -10.84  15.34
H  -18.62  -8.11  13.60
H  -20.10  -7.28  13.11
H  -19.31  -8.23  11.96
H  -19.49  -9.39  15.25
H  -20.70  -11.84  15.08
H  -22.08  -10.72  15.05
H  -20.98  -10.75  16.42
C  -19.27  -12.97  9.21
S  -19.84  -11.27  9.00
O  -20.72  -11.02  10.18
C  -18.26  -10.51  9.43
H  -20.12  -13.62  9.00
H  -18.91  -13.08  10.23
H  -18.54  -13.20  8.43
H  -17.48  -10.82  8.73
H  -18.00  -10.92  10.41
H  -18.33  -9.43  9.40
C  -23.59  -14.55  9.33
S  -23.99  -12.96  8.59
O  -23.02  -12.00  9.21
C  -23.44  -13.42  6.93
H  -22.52  -14.72  9.21
H  -24.23  -15.32  8.89
H  -23.82  -14.57  10.39
H  -23.94  -14.34  6.63
H  -22.36  -13.59  6.97
H  -23.65  -12.58  6.28
C  -26.66  -9.89  8.76
S  -26.15  -9.89  10.49
O  -24.88  -10.66  10.64
C  -25.69  -8.13  10.60
H  -27.64  -9.43  8.76
H  -26.73  -10.96  8.56
H  -25.98  -9.48  8.01
H  -25.04  -8.01  9.72
H  -25.19  -7.92  11.53
H  -26.54  -7.53  10.28

Results
- LUMO (alpha / beta): -1.566 / -5.780 eV
- Energy relative to the best compared isomer or geometry (same formula, charge and spin): 0.00 kJ/mol
- 2S+1: 9
- Charge: +1
- Frontier orbital gap (alpha / beta): 4.21 / 5.29 eV

6.
3 unconnected molecules or ions with the total composition C5H8O3 in a non-equilibrium geometry. Source: the Open Molecules 2025 dataset; level of theory: ωB97M-V with the def2-TZVPD basis set.

Cartesian coordinates (Å):
C  0.23  0.11  -0.26
C  0.26  1.43  0.47
C  2.25  -0.47  -0.21
C  -2.17  -0.18  -0.02
C  0.06  -1.08  0.38
O  -2.67  -1.18  -0.80
O  -2.88  0.68  0.43
O  0.08  -2.07  0.95
H  -3.64  -1.06  -0.87
H  0.07  0.07  -1.33
H  -0.73  1.89  0.41
H  1.01  2.08  0.02
H  0.51  1.29  1.52
H  2.40  -1.45  -0.66
H  2.62  -0.40  0.80
H  2.62  0.33  -0.84

Results
- LUMO: -0.005 eV
- Energy relative to the best compared isomer or geometry (same formula, charge and spin): 516.45 kJ/mol
- Frontier orbital gap: 6.92 eV

Please write out number 1 again, unchanged.
A molecular structure, C3H2CuFLiO3 in a non-equilibrium geometry. Source: the Open Molecules 2025 dataset; level of theory: ωB97M-V with the def2-TZVPD basis set.

Cartesian coordinates (Å):
O  1.22  -0.13  -1.62
C  0.04  -0.02  -1.80
C  -0.38  -0.16  0.86
O  -0.86  0.31  -0.26
O  -0.88  -0.33  -2.52
C  0.49  0.43  1.71
Li  2.40  0.19  -0.16
F  -0.65  -1.47  1.01
H  0.86  -0.13  2.57
H  0.67  1.50  1.61
Cu  -2.90  -0.19  -1.41

Results
- LUMO (alpha / beta): -4.141 / -8.068 eV
- Energy relative to the best compared isomer or geometry (same formula, charge and spin): 22.41 kJ/mol
- 2S+1: 3
- Charge: +1
- Frontier orbital gap (alpha / beta): 8.35 / 5.62 eV